Entry 1:
The following is a DFT calculation (ωB97M-V/def2-TZVPD) of C38H71BeBr3CaCl4F3MgN2O13P2 as an isolated structure.

Last column: Mulliken charge in e.
Element x y z (Å)
C 4.40 -8.31 1.44  -0.98
C 5.85 -7.62 1.57  -0.46
C 5.78 -6.01 1.57  -0.08
C 6.70 -5.34 0.40  -0.73
C 5.90 -4.03 -0.08  -0.01
C 6.51 -3.34 -1.39  -0.95
C 5.63 -2.03 -1.70  -0.47
C 4.13 -2.35 -2.15  -0.50
C 3.08 -2.33 -0.93  -0.87
C 1.68 -3.06 -1.33  0.57
C 1.13 -4.04 -0.16  -0.53
P -0.75 -3.76 0.15  0.27
C -1.38 -5.21 1.24  -0.50
C -1.24 -6.53 0.29  -0.54
O -1.05 -6.16 -1.10  -0.31
C -2.26 -6.32 -1.88  -0.09
C -3.58 -5.76 -1.18  -0.88
C -1.07 -2.15 1.11  -1.09
C 0.24 -1.43 1.69  0.64
C 0.64 -1.88 3.16  0.24
F 1.28 -3.16 3.18  -0.31
Br 1.98 -0.52 3.80  0.00
C -0.55 -1.84 4.23  0.58
F 0.03 -1.68 5.52  -0.21
F -1.27 -3.06 4.28  -0.20
Br -1.77 -0.26 4.02  0.15
H 3.91 -7.95 0.48  0.20
H 3.77 -7.99 2.33  0.25
H 4.50 -9.44 1.49  0.36
H 6.35 -7.92 2.55  0.28
H 6.51 -7.93 0.68  0.29
H 4.70 -5.67 1.44  -0.10
H 6.18 -5.60 2.55  0.36
H 6.82 -6.05 -0.48  0.37
H 7.70 -4.99 0.80  0.30
H 5.81 -3.29 0.79  0.25
H 4.84 -4.38 -0.35  -0.09
H 7.59 -3.06 -1.16  0.39
H 6.44 -4.05 -2.27  0.23
H 6.13 -1.52 -2.61  0.17
H 5.68 -1.26 -0.86  0.33
H 3.82 -1.52 -2.87  0.20
H 4.11 -3.37 -2.67  0.21
H 2.81 -1.23 -0.76  0.13
H 3.51 -2.73 0.05  0.41
H 0.90 -2.23 -1.64  -0.33
H 1.92 -3.65 -2.31  -0.26
H 1.23 -5.10 -0.58  0.48
H 1.74 -3.99 0.79  0.50
H -2.48 -5.07 1.51  0.29
H -0.69 -5.26 2.14  0.46
H -0.25 -7.02 0.62  0.28
H -2.05 -7.29 0.48  0.44
H -2.11 -5.68 -2.84  0.05
H -2.44 -7.38 -2.25  0.30
H -3.30 -4.78 -0.65  0.26
H -3.93 -6.57 -0.41  0.13
H -4.36 -5.57 -1.98  0.47
H -1.83 -2.39 1.92  0.68
H -1.59 -1.41 0.39  0.19
H 0.01 -0.31 1.75  -0.17
H 1.16 -1.52 1.02  -0.44
C 1.58 -4.97 -5.48  0.00
Cl 3.32 -4.76 -5.33  -0.01
Cl 0.93 -5.80 -4.05  -0.02
Cl 0.78 -3.40 -5.72  -0.22
H 1.38 -5.58 -6.36  0.43
Cl -0.77 -1.59 -1.88  -0.68
Ca 0.12 -3.33 -3.36  1.38
C -0.45 6.70 -0.10  -0.66
O -0.27 5.79 0.98  -0.41
C -1.45 5.05 1.29  -0.92
C -1.28 3.58 0.91  0.31
N -1.26 3.40 -0.54  -0.22
C -0.84 2.08 -0.96  -0.73
C 0.58 1.63 -0.59  0.68
O 1.62 2.35 -1.26  -0.05
C 1.98 3.58 -0.63  -0.84
H 0.44 7.33 -0.15  0.26
H -0.54 6.17 -1.05  0.30
H -1.32 7.34 0.06  0.31
H -2.35 5.48 0.83  0.48
H -1.58 5.12 2.38  0.29
H -2.11 3.00 1.34  0.05
H -0.35 3.23 1.37  0.20
H -0.63 4.08 -0.95  0.13
H -0.93 2.05 -2.05  0.35
H -1.55 1.33 -0.57  0.00
H 0.69 0.60 -0.92  -0.65
H 0.75 1.62 0.49  0.12
H 1.88 3.54 0.45  0.38
H 1.39 4.40 -1.05  0.25
H 3.03 3.78 -0.87  0.30
C 5.06 2.23 -3.67  -0.56
C 3.76 2.42 -3.91  -0.41
C 3.28 2.84 -5.26  1.01
O 2.08 2.99 -5.45  -0.61
C 4.27 3.06 -6.31  -0.98
C 5.57 2.87 -6.06  0.32
C 6.05 2.43 -4.72  1.37
O 7.26 2.24 -4.52  -0.75
O 6.51 3.08 -7.03  -0.45
O 2.82 2.24 -2.94  -0.14
H 5.42 1.92 -2.70  0.50
H 3.91 3.39 -7.28  0.46
H 7.37 2.88 -6.62  0.14
H 1.97 2.44 -3.37  0.29
Br -5.42 -6.41 0.80  -0.38
Be -2.42 0.19 1.68  0.77
O -2.29 3.10 6.15  -0.44
P -2.45 3.48 4.67  0.80
O -3.27 2.40 3.95  -0.55
O -1.06 3.58 4.02  -0.38
O -3.15 4.83 4.57  -0.34
Mg 8.70 1.02 -5.67  -0.07
C -10.24 5.63 2.27  -0.71
O -9.50 6.74 1.81  -0.34
C -9.16 7.67 2.84  -0.80
C -7.65 7.64 3.11  -0.12
N -7.25 6.39 3.76  -0.29
C -5.80 6.19 3.80  -0.93
C -5.06 6.07 2.46  -0.10
O -5.38 4.89 1.72  -0.31
C -6.55 4.99 0.93  -0.68
H -10.60 5.08 1.40  0.23
H -9.61 4.96 2.86  0.30
H -11.11 5.94 2.86  0.34
H -9.73 7.49 3.76  0.41
H -9.43 8.66 2.47  0.40
H -7.39 8.48 3.76  0.37
H -7.14 7.78 2.15  0.15
H -7.66 5.61 3.26  0.09
H -5.63 5.26 4.36  0.38
H -5.35 7.00 4.39  0.39
H -3.99 5.99 2.69  0.05
H -5.16 6.96 1.83  0.37
H -6.70 5.99 0.54  0.33
H -7.42 4.65 1.50  0.19
H -6.43 4.31 0.08  0.27

Lowest unoccupied orbital energy = -7.26 eV
Orbital gap = 1.04 eV
Spin multiplicity = 1
Net charge = +1

Entry 2:
The following is a DFT calculation (ωB97M-V/def2-TZVPD) of a 4-piece molecular cluster, C38H73FN3O11S3 overall.

Last column: Mulliken charge in e.
Element x y z (Å)
C -3.41 4.80 0.77  -0.95
C -2.97 5.83 -0.34  -0.51
C -2.92 5.06 -1.73  -0.73
C -1.65 4.12 -1.82  -0.06
C -1.54 3.60 -3.31  -1.05
C -0.04 3.44 -3.81  -0.55
C 0.62 2.21 -3.06  -0.34
C 1.95 2.58 -2.27  -0.91
C 2.16 1.45 -1.19  0.22
C 3.39 1.69 -0.21  -0.79
C 2.93 1.80 1.29  -0.62
C 3.68 0.82 2.27  -0.70
C 3.01 -0.61 2.29  -0.25
C 1.93 -0.81 3.44  -0.92
C 0.44 -0.75 2.95  -0.74
C -0.16 -2.16 2.54  0.94
C 0.73 -3.11 1.66  -0.67
C 0.57 -2.93 0.12  0.67
C 0.65 -4.15 -0.70  -0.80
C 0.54 -4.07 -2.14  -0.73
C 0.30 -2.80 -2.81  -0.56
C 0.23 -1.59 -2.02  -0.74
C 0.38 -1.68 -0.58  0.66
C -1.60 -1.74 1.99  -1.14
N -2.57 -2.80 2.33  -0.27
C -1.78 -3.73 3.06  -0.01
N -2.03 -5.00 3.09  0.51
C -1.09 -5.85 3.89  -0.56
C -1.53 -5.81 5.42  -0.01
O -0.87 -6.36 6.25  -0.40
C -3.19 -5.59 2.38  -0.99
C -4.45 -5.87 3.29  -0.25
O -5.60 -5.91 2.42  -0.54
N -0.64 -3.02 3.68  0.09
F -1.29 -2.32 4.70  -0.25
H -3.50 5.38 1.73  0.33
H -4.40 4.32 0.55  0.27
H -2.60 4.04 0.91  0.20
H -3.75 6.63 -0.39  0.32
H -1.95 6.26 -0.15  0.28
H -2.87 5.85 -2.53  0.40
H -3.87 4.49 -1.92  0.28
H -0.75 4.72 -1.54  0.21
H -1.79 3.23 -1.15  0.12
H -2.09 2.61 -3.35  0.30
H -2.09 4.32 -3.98  0.47
H -0.12 3.14 -4.89  0.15
H 0.53 4.40 -3.72  0.39
H -0.12 1.90 -2.26  0.08
H 0.79 1.34 -3.73  0.50
H 2.76 2.57 -3.06  0.20
H 1.84 3.58 -1.78  0.39
H 2.33 0.49 -1.74  0.11
H 1.20 1.41 -0.60  -0.12
H 4.13 0.87 -0.40  0.36
H 3.89 2.65 -0.53  0.47
H 3.16 2.85 1.64  0.49
H 1.83 1.63 1.42  0.19
H 4.73 0.70 1.90  0.45
H 3.74 1.24 3.32  -0.03
H 3.83 -1.36 2.47  0.39
H 2.55 -0.88 1.31  0.10
H 2.15 -1.81 3.92  0.28
H 2.11 -0.04 4.23  0.52
H 0.36 -0.02 2.10  0.26
H -0.15 -0.30 3.80  0.48
H 0.55 -4.21 1.87  0.06
H 1.82 -2.96 1.89  0.48
H 0.84 -5.12 -0.17  0.35
H 0.63 -5.03 -2.70  0.35
H 0.19 -2.75 -3.91  0.42
H 0.06 -0.60 -2.48  0.28
H 0.31 -0.75 0.04  0.09
H -1.88 -0.92 2.71  0.51
H -1.67 -1.19 1.02  0.42
H -3.39 -2.43 2.81  0.30
H -1.10 -6.89 3.49  0.62
H -0.05 -5.44 3.86  0.23
H -2.48 -5.30 5.76  0.32
H -3.48 -4.98 1.48  0.59
H -2.82 -6.56 1.95  0.22
H -4.57 -5.13 4.11  0.30
H -4.34 -6.92 3.66  0.28
H -5.57 -5.18 1.79  0.32
O 3.51 3.84 -8.37  -0.66
S 2.96 4.66 -7.34  1.21
O 1.57 4.58 -6.97  -0.56
O 3.32 6.20 -7.64  -0.27
C 2.96 6.74 -8.92  -0.36
C 1.49 7.06 -9.01  -0.97
C 3.94 4.49 -5.88  -0.93
H 3.27 6.06 -9.73  0.33
H 3.54 7.66 -9.04  0.27
H 0.88 6.15 -8.98  0.28
H 1.26 7.59 -9.94  0.38
H 1.18 7.68 -8.16  0.26
H 4.99 4.60 -6.15  0.40
H 3.75 3.50 -5.47  0.30
H 3.64 5.25 -5.16  0.31
O 4.61 2.28 5.38  -0.56
S 5.10 2.68 6.67  1.11
O 4.28 3.43 7.59  -0.60
O 6.49 3.45 6.48  -0.29
C 6.54 4.57 5.59  -0.26
C 5.93 5.81 6.20  -1.01
C 5.74 1.27 7.51  -0.97
H 6.05 4.32 4.64  0.26
H 7.59 4.75 5.37  0.28
H 4.85 5.69 6.35  0.29
H 6.09 6.68 5.56  0.39
H 6.37 6.01 7.18  0.27
H 6.40 0.73 6.84  0.32
H 4.90 0.64 7.80  0.36
H 6.28 1.60 8.40  0.36
O -4.57 -7.03 -1.64  -0.61
S -5.88 -7.62 -1.69  1.19
O -6.21 -8.64 -2.63  -0.60
O -6.97 -6.44 -1.81  -0.25
C -6.83 -5.49 -2.88  -0.32
C -7.29 -6.07 -4.21  -1.01
C -6.33 -8.16 -0.08  -0.71
H -5.80 -5.13 -2.94  0.31
H -7.46 -4.64 -2.62  0.27
H -6.62 -6.86 -4.54  0.31
H -7.29 -5.29 -4.98  0.39
H -8.29 -6.49 -4.12  0.27
H -6.13 -7.36 0.63  0.10
H -5.73 -9.04 0.16  0.37
H -7.39 -8.43 -0.07  0.35

Lowest unoccupied orbital energy = -4.09 eV
Orbital gap = 7.46 eV
Spin multiplicity = 1
Net charge = +1

Entry 3:
The following is a DFT calculation (ωB97M-V/def2-TZVPD) of a 19-piece molecular cluster, C38H74Cl8F24N5O22S2 overall.

Last column: Mulliken charge in e.
Element x y z (Å)
N -7.45 -17.97 19.00  1.11
H -8.05 -17.83 19.81  -0.60
H -7.83 -17.94 18.06  0.09
H -7.08 -18.89 19.13  0.50
H -6.70 -17.29 18.96  0.00
N -6.60 -18.27 23.06  0.60
H -5.94 -17.95 22.36  -0.03
H -6.73 -17.64 23.83  0.56
H -6.35 -19.21 23.35  0.71
H -7.49 -18.21 22.59  -0.61
N -6.59 -15.00 21.41  1.80
H -6.55 -14.03 21.69  0.04
H -6.09 -15.64 22.01  -0.01
H -6.04 -15.19 20.58  -0.05
H -7.56 -15.20 21.22  -0.82
N -9.12 -12.22 22.46  0.75
H -8.16 -11.99 22.27  0.29
H -9.42 -12.87 21.75  -0.48
H -9.70 -11.40 22.53  0.44
H -9.07 -12.73 23.33  0.44
N -7.11 -13.77 18.15  0.71
H -6.54 -12.95 18.31  0.71
H -7.54 -13.77 17.24  0.30
H -7.89 -13.67 18.78  -0.36
H -6.63 -14.64 18.36  -0.07
C -6.65 -14.62 26.56  0.25
F -7.76 -15.05 27.20  -0.15
F -6.59 -13.31 27.00  -0.22
F -5.55 -15.36 26.96  -0.20
S -6.87 -14.63 24.60  1.19
O -5.62 -14.07 24.01  -0.72
O -6.96 -16.04 24.28  -1.30
O -8.08 -13.91 24.25  -0.85
C -5.16 -9.75 21.07  0.46
F -4.20 -9.56 22.03  -0.22
F -6.31 -9.25 21.53  -0.21
F -4.81 -9.12 19.96  -0.20
S -5.47 -11.63 20.65  1.10
O -6.55 -12.06 21.56  -1.18
O -5.79 -11.70 19.22  -0.95
O -4.21 -12.36 21.00  -0.70
O -8.66 -17.02 21.20  0.24
C -9.82 -16.17 21.12  -0.78
C -10.06 -14.98 20.08  1.01
O -9.20 -13.83 20.14  -0.61
H -10.08 -15.79 22.11  -0.19
H -10.64 -16.88 20.98  0.04
H -11.13 -14.74 20.09  0.23
H -9.84 -15.45 19.12  -0.56
O -5.61 -15.89 18.92  -1.17
C -4.32 -16.36 19.11  -0.92
C -4.07 -17.38 20.26  -0.11
O -4.39 -16.94 21.57  -0.90
H -3.67 -15.55 19.45  0.25
H -3.88 -16.84 18.23  0.33
H -3.11 -17.88 20.19  0.38
H -4.76 -18.22 20.16  -0.24
C -8.59 -23.14 22.07  -1.07
C -7.75 -22.19 21.19  1.12
O -6.36 -22.53 21.25  -0.39
C -5.54 -22.06 22.20  0.37
O -5.69 -21.17 23.06  -0.66
C -4.10 -22.64 22.01  0.79
F -3.21 -21.63 21.70  -0.22
F -3.68 -23.20 23.19  -0.26
F -3.99 -23.66 21.08  -0.26
H -8.91 -24.12 21.72  0.34
H -9.54 -22.70 22.36  0.06
H -8.12 -23.30 23.05  0.38
H -7.75 -21.14 21.50  -0.25
H -8.09 -22.29 20.16  -0.13
C -10.07 -17.72 26.48  -1.40
C -9.58 -17.61 24.99  0.66
O -10.56 -18.19 24.10  -0.03
C -10.23 -19.32 23.38  0.21
O -9.08 -19.81 23.37  -0.64
C -11.42 -20.01 22.71  0.72
F -12.60 -19.45 23.05  -0.25
F -11.29 -19.95 21.37  -0.18
F -11.41 -21.29 23.14  -0.27
H -9.29 -17.34 27.15  0.51
H -10.09 -18.79 26.69  0.42
H -11.05 -17.28 26.64  0.05
H -8.59 -18.02 24.78  0.12
H -9.71 -16.55 24.79  -0.07
C -13.68 -16.61 23.82  -0.86
C -13.50 -15.15 23.52  -0.03
O -14.23 -14.88 22.32  0.18
C -15.59 -14.88 22.32  0.29
O -16.33 -14.78 23.31  -0.57
C -16.08 -14.82 20.87  0.79
F -15.26 -15.51 20.14  -0.20
F -17.21 -15.42 20.66  -0.28
F -16.16 -13.63 20.31  -0.26
H -13.59 -17.16 22.88  0.28
H -14.66 -16.74 24.27  0.49
H -12.87 -16.82 24.52  -0.02
H -12.45 -14.89 23.36  0.05
H -13.86 -14.48 24.30  0.14
C -10.36 -15.63 16.19  0.46
C -9.29 -16.35 15.43  -0.81
O -9.69 -17.53 14.71  -0.36
C -9.38 -18.76 15.10  0.48
O -8.59 -18.99 15.98  -0.55
C -10.09 -19.84 14.36  0.82
F -9.21 -20.76 14.00  -0.26
F -11.03 -20.43 15.12  -0.22
F -10.67 -19.42 13.25  -0.26
H -11.16 -15.51 15.47  0.38
H -9.90 -14.75 16.64  -0.27
H -10.73 -16.31 16.96  -0.36
H -8.32 -16.61 15.86  0.57
H -9.07 -15.71 14.58  0.28
C -12.41 -18.08 18.29  -1.62
C -11.09 -18.88 18.56  2.55
O -11.08 -20.26 18.10  -0.55
C -10.01 -21.03 18.43  0.67
O -9.02 -20.65 18.98  -0.34
C -10.04 -22.51 18.02  0.67
F -10.42 -23.35 19.04  -0.27
F -11.02 -22.66 17.13  -0.26
F -8.97 -23.00 17.46  -0.25
H -12.82 -18.25 17.29  0.38
H -12.27 -17.03 18.53  0.04
H -13.19 -18.45 18.95  0.50
H -10.96 -18.75 19.64  -0.68
H -10.34 -18.38 17.96  -0.53
C -12.04 -16.21 30.62  -1.34
C -11.79 -16.07 29.11  0.12
O -11.36 -14.72 28.91  -0.30
C -11.26 -14.18 27.67  0.30
O -11.40 -14.92 26.75  -0.32
C -10.69 -12.72 27.57  0.75
F -9.52 -12.84 26.84  -0.16
F -11.57 -11.95 26.88  -0.19
F -10.38 -12.17 28.74  -0.26
H -12.68 -15.36 30.84  0.34
H -11.13 -16.17 31.22  0.30
H -12.70 -17.00 30.98  0.40
H -12.68 -16.32 28.53  0.25
H -11.10 -16.83 28.75  0.14
Cl -10.70 -10.55 19.37  -0.28
C -11.76 -11.81 18.80  0.21
C -12.88 -12.01 19.84  0.61
Cl -13.97 -10.57 19.99  -0.23
H -11.20 -12.69 18.49  -0.69
H -12.39 -11.45 17.98  0.60
H -12.44 -12.27 20.80  -0.10
H -13.41 -12.89 19.50  -0.12
Cl -13.55 -14.56 17.10  0.06
C -14.65 -14.71 15.67  -0.76
C -15.84 -15.73 15.88  -0.51
Cl -15.44 -17.49 16.09  -0.18
H -14.18 -15.05 14.74  0.34
H -15.13 -13.77 15.41  0.36
H -16.52 -15.74 15.02  0.39
H -16.43 -15.41 16.74  0.28
Cl -11.87 -11.37 23.37  -0.01
C -13.48 -10.69 23.24  -0.32
C -14.39 -10.69 24.49  -0.33
Cl -13.68 -9.74 25.79  -0.20
H -13.97 -11.17 22.39  -0.23
H -13.24 -9.66 22.96  0.45
H -14.51 -11.70 24.89  0.16
H -15.37 -10.28 24.26  0.40
Cl -8.64 -12.27 15.83  -0.03
C -8.32 -10.54 15.54  -0.75
C -8.99 -9.63 16.58  0.05
Cl -10.62 -9.30 15.99  -0.19
H -8.60 -10.32 14.51  0.39
H -7.24 -10.41 15.60  0.31
H -8.41 -8.70 16.62  0.33
H -9.01 -10.04 17.59  -0.07

Lowest unoccupied orbital energy = 1.43 eV
Orbital gap = 4.96 eV
Spin multiplicity = 1
Net charge = -1